# 1
22
Properties=species:S:1:pos:R:3:forces:R:3 method="wB97M-V/def2-TZVPD" e_lumo_ev=-6.4601 max_force_ev_per_a=1.7 gap_ev=12.89 spin_multiplicity=1 energy_ev=-15385.3756 charge=+2 homo_energy_ha=-0.7109
Sr 5.963839 5.786992 5.633313 0.0 -0.1 0.3
O 4.730071 3.967251 6.979817 0.7 -1.2 -0.9
H 4.520696 3.986923 7.907200 -0.3 0.0 0.7
H 4.903102 3.013960 6.774957 -0.4 1.1 0.3
O 4.415644 7.948857 6.187690 0.6 -0.2 0.6
H 4.743972 8.389366 7.005187 -0.5 -0.2 -0.8
H 3.457109 7.865123 6.279820 0.0 0.3 0.1
O 6.409802 3.706217 4.031495 -0.9 0.8 -0.2
H 5.908561 3.295317 3.313001 0.1 0.2 0.0
H 6.978190 3.019285 4.333407 1.0 -0.9 0.4
O 7.042223 7.537286 4.148764 -0.8 1.0 -0.4
H 7.559473 7.569720 3.323187 -0.2 0.0 0.4
H 6.457730 8.341100 4.122270 0.9 -0.8 -0.1
O 6.278874 6.524899 8.242136 1.3 -0.3 -0.4
H 5.664594 6.733329 8.946423 0.1 0.1 0.5
H 7.198897 6.430341 8.609344 -1.5 0.3 -0.2
O 3.861648 5.349793 4.270744 0.7 0.0 0.6
H 3.439117 6.169564 4.026748 -0.5 0.2 -0.5
H 3.746518 4.719921 3.558714 -0.3 0.0 -0.3
O 8.068748 4.743195 6.728849 0.8 -0.4 0.1
H 9.026408 4.726000 6.529458 -0.5 0.2 -0.1
H 8.010138 4.078397 7.432041 -0.2 0.1 0.0

***

# 2
20
Properties=species:S:1:pos:R:3:forces:R:3 method="wB97M-V/def2-TZVPD" e_lumo_ev="-3.5819 / -10.2674" max_force_ev_per_a=5.9 gap_ev="8.48 / 1.80" spin_multiplicity=2 energy_ev=-7682.9705 charge=+1 homo_energy_ha="-0.4433 / -0.4433"
N 1.101336 -2.884583 3.260343 -0.3 -0.6 -1.1
H 0.246525 -3.471994 3.192868 0.7 0.9 0.3
H 1.578010 -3.054395 2.356728 -0.2 0.4 0.8
H 0.878970 -1.887167 3.332228 -0.2 -0.6 -0.1
N -2.332468 0.118754 0.441340 -5.7 1.2 -1.0
H -1.846108 0.927678 0.529344 2.5 2.7 0.0
H -1.960574 -0.643459 0.860825 1.4 -2.8 1.6
H -3.319784 0.383219 0.762521 1.8 -1.1 -0.7
N 4.003024 3.646157 -1.624763 -1.9 1.1 0.5
H 4.956276 3.616286 -1.742590 2.8 0.6 -0.9
H 3.525934 3.640879 -2.500302 0.0 0.3 -0.8
H 3.860725 2.752209 -1.274267 -0.9 -2.0 1.1
N -4.960250 -1.692119 -3.496988 -2.6 -4.1 -0.2
H -4.887901 -1.600055 -2.501511 0.0 0.3 0.5
H -4.255410 -1.412856 -4.085331 2.2 1.6 -1.4
H -5.362812 -2.631554 -3.880740 0.4 2.3 1.2
N 2.106474 0.963835 1.551033 -0.5 2.3 -3.1
H 2.144379 0.141360 2.052078 1.0 -1.8 1.6
H 2.959105 1.497563 1.408375 0.3 -0.2 1.5
H 2.055850 0.677990 0.573009 -0.8 -0.4 0.0

***

# 3
22
Properties=species:S:1:pos:R:3:forces:R:3 method="wB97M-V/def2-TZVPD" e_lumo_ev=0.4834 max_force_ev_per_a=6.1 gap_ev=11.00 smiles=N.O.O.O.O.O.O spin_multiplicity=1 energy_ev=-14017.7291 charge=0 homo_energy_ha=-0.3863
N -0.017124 -0.430110 -4.465049 2.1 0.4 0.3
H 0.475432 -1.215079 -4.918259 0.3 1.2 0.2
H 0.250362 0.533800 -4.775516 0.0 -1.7 0.1
H -0.938013 -0.598347 -4.712473 -2.3 0.0 -0.5
O -0.377534 -0.682753 2.698647 2.0 0.4 -0.8
H -0.458931 -0.641109 1.712299 0.3 0.0 1.1
H 0.603992 -0.497143 2.884361 -2.3 -0.4 -0.5
O 1.978159 0.799192 -0.362166 -1.8 -1.9 -0.2
H 2.743970 0.821856 0.200499 0.3 -0.5 0.5
H 1.455544 -0.082237 -0.234201 1.5 2.6 -0.3
O -0.385259 -0.769737 6.490562 0.4 -1.1 1.6
H -0.294596 -1.766881 6.454922 -0.2 1.8 0.3
H -0.273290 -0.508251 7.456015 -0.2 -0.8 -1.9
O -3.569447 -0.769235 0.646551 -0.2 0.4 -0.4
H -2.997357 -0.205564 1.155017 0.3 0.8 0.3
H -3.358032 -1.604595 1.035373 0.0 -1.1 0.2
O 2.553261 2.936388 -2.539303 -2.2 1.4 0.7
H 1.662602 3.444224 -2.410072 2.6 -1.5 -0.2
H 2.729925 2.538970 -1.666566 -0.4 0.1 -0.5
O -0.526129 -0.457769 -1.180960 4.8 -3.1 2.0
H -0.035395 -0.804666 -1.947678 -0.3 0.3 0.1
H -1.222140 -0.040951 -1.522001 -4.5 2.7 -2.1

***

# 4
25
Properties=species:S:1:pos:R:3:forces:R:3 method="wB97M-V/def2-TZVPD" e_lumo_ev=-0.0983 max_force_ev_per_a=1.2 gap_ev=9.80 spin_multiplicity=1 energy_ev=-91568.9733 charge=0 homo_energy_ha=-0.3639
Kr 0.715172 0.674873 0.142674 0.0 0.0 0.0
O -1.866810 3.312610 -0.788625 0.1 0.4 0.0
H -2.141315 2.422166 -1.007667 0.0 -0.4 -0.1
H -2.487178 3.596692 -0.117291 0.0 0.1 0.2
O -2.097294 -1.364383 0.331315 -0.1 -0.5 0.3
H -2.761433 -1.238131 1.008958 -0.2 0.0 0.2
H -2.247922 -0.650514 -0.288310 0.0 0.5 -0.1
O 0.450831 1.482807 3.916522 -0.1 0.1 -0.1
H 0.327528 0.535450 3.976057 -0.1 -0.3 0.0
H 1.320542 1.635320 4.286078 0.2 0.1 0.1
O 0.315674 -2.567657 -1.704656 0.0 0.0 -0.5
H 0.002976 -3.356962 -2.146757 -0.1 -0.3 -0.2
H 0.401654 -1.919248 -2.403509 0.2 0.3 -0.1
O -0.031764 -3.198860 0.848385 0.3 -0.7 0.9
H -0.756412 -2.602670 1.037261 -0.1 0.2 -0.2
H 0.139809 -3.079695 -0.085739 0.1 0.4 0.0
O 4.323771 -0.077311 2.445165 0.1 0.1 -0.1
H 3.402033 -0.244647 2.641679 -0.3 -0.1 -0.1
H 4.760896 -0.113211 3.295970 0.2 0.0 0.2
O -2.835255 0.711339 -1.443049 0.1 -0.1 0.1
H -2.593542 0.093304 -2.132864 0.2 -0.1 -0.4
H -3.791337 0.744660 -1.474917 -0.4 0.1 0.0
O 2.540380 1.362823 -3.340688 0.0 -0.3 0.0
H 2.881928 2.150277 -2.917013 0.1 0.2 0.2
H 2.027069 1.690969 -4.078978 -0.1 0.1 -0.2

***

# 5
25
Properties=species:S:1:pos:R:3:forces:R:3 method="wB97M-V/def2-TZVPD" e_lumo_ev="-6.6795 / -14.8690" max_force_ev_per_a=1.7 gap_ev="11.68 / 3.46" spin_multiplicity=2 energy_ev=-21038.1388 charge=+2 homo_energy_ha="-0.6748 / -0.6734"
Na 1.005123 -16.876846 9.865093 0.2 0.1 0.9
O 0.505017 -17.657441 12.484618 0.2 0.2 -0.8
H -0.309827 -17.221314 12.733728 -0.3 0.0 0.2
H 1.132844 -17.395847 13.158132 0.2 -0.1 0.4
O 1.016498 -14.743163 8.247342 0.1 -1.1 0.5
H 1.070577 -13.811249 8.459110 0.4 0.7 -0.2
H 0.133188 -14.858835 7.897198 -0.7 0.0 -0.6
O -1.472093 -17.483053 9.679727 0.6 0.0 0.0
H -2.144009 -17.017089 10.177349 -0.3 0.4 0.3
H -1.935442 -18.220930 9.283386 -0.4 -0.3 0.0
O -0.815935 -17.080114 7.055570 1.2 0.2 -0.2
H -1.727823 -17.265683 6.831378 -0.4 -0.1 -0.4
H -0.757008 -17.264321 7.993027 -0.6 0.1 0.5
O 3.261519 -17.095365 10.668363 -0.6 0.1 -0.4
H 4.116408 -17.450484 10.424858 0.4 -0.2 -0.2
H 3.333549 -16.918210 11.606269 0.1 0.1 0.4
O 0.471056 -19.723374 9.323516 0.4 0.9 -0.2
H 0.507238 -20.106997 8.447301 0.1 -0.6 -0.4
H -0.458256 -19.735409 9.552579 -0.3 -0.3 0.4
O 0.819950 -14.663063 11.193997 -0.1 -0.5 -0.4
H 0.938690 -13.785358 10.831018 0.0 0.3 0.1
H 1.039998 -14.571181 12.121022 0.0 0.1 0.4
O 2.116436 -17.472232 7.497586 0.1 0.3 1.3
H 2.597626 -17.180054 6.723421 1.0 0.4 -0.9
H 1.276053 -17.778228 7.156480 -1.4 -0.5 -0.7

***

# 6
26
Properties=species:S:1:pos:R:3:forces:R:3 method="wB97M-V/def2-TZVPD" e_lumo_ev=0.7027 max_force_ev_per_a=0.9 gap_ev=4.14 spin_multiplicity=1 energy_ev=-23100.6476 charge=-1 homo_energy_ha=-0.1262
Na 0.526474 0.101892 0.187112 -0.1 0.2 -0.7
O 2.001751 -0.794202 -3.920443 0.5 0.1 0.3
H 2.805744 -0.392992 -4.304043 -0.6 -0.2 0.3
O -3.080030 2.935352 -1.306471 -0.1 -0.4 0.8
H -3.801801 2.489108 -0.822280 0.4 0.2 -0.4
O 4.609600 -2.489704 -0.607162 0.0 -0.2 0.4
H 4.316722 -2.306155 -1.499774 -0.3 0.1 -0.5
H 5.414065 -1.980343 -0.509032 0.2 0.1 0.0
O 2.781187 0.250342 4.550064 0.0 0.0 -0.3
H 2.764346 -0.548748 5.076761 0.0 -0.2 0.1
H 2.555394 0.948053 5.165255 -0.1 0.2 0.1
O 0.070540 -5.072334 -2.131472 -0.3 -0.2 0.1
H 0.681782 -5.535116 -1.558366 0.1 -0.1 0.1
H 0.587779 -4.361285 -2.509785 0.1 0.4 -0.3
O -3.032204 3.173593 3.094437 0.2 -0.1 0.5
H -3.983434 3.220662 3.190276 -0.2 0.0 -0.1
H -2.888733 3.115893 2.149805 0.0 0.0 -0.6
O 1.202134 4.481522 -0.012491 0.4 -0.2 0.1
H 1.199867 4.997885 0.793492 0.0 0.1 0.2
H 0.288442 4.477942 -0.297775 -0.5 -0.1 -0.3
O -2.432473 -2.191942 2.576759 0.3 0.0 -0.1
H -2.446346 -2.143285 3.532624 0.0 0.0 0.2
H -3.355338 -2.223181 2.324625 -0.2 0.0 -0.2
O -2.525300 -0.259566 -4.586457 -0.3 -0.2 -0.2
H -1.607043 -0.476367 -4.425114 0.4 0.0 0.0
H -2.653125 0.582976 -4.150545 -0.1 0.3 0.3

***

# 7
24
Properties=species:S:1:pos:R:3:forces:R:3 method="wB97M-V/def2-TZVPD" e_lumo_ev=-0.0108 max_force_ev_per_a=13.8 gap_ev=8.02 spin_multiplicity=1 energy_ev=-16633.4191 charge=0 homo_energy_ha=-0.2950
H 0.526850 -1.128822 -0.670243 -0.5 -1.6 -0.2
H -0.049458 0.109636 -1.380058 0.1 -0.5 0.4
H 2.063234 -2.868089 1.812638 0.8 -0.1 0.1
H 2.755970 -1.882108 1.016258 -0.2 2.3 -2.0
H -3.358677 -0.540759 0.220440 -0.1 1.1 0.1
H -3.877143 -1.532305 1.171562 -4.8 -0.4 4.2
H 2.542016 1.200270 0.629588 0.3 0.0 0.9
H 1.166144 1.737797 0.145788 0.4 -0.2 0.6
H -0.575396 2.405187 -0.984612 2.0 2.8 -0.5
H -2.106408 2.090268 -0.992748 1.7 -0.1 0.0
H 3.725480 -0.312651 -1.969822 -0.4 0.1 -0.1
H 4.207875 -0.464291 -0.606612 2.1 -0.7 1.4
H -1.330551 2.357584 1.152888 0.5 0.5 0.2
H -1.050876 3.707732 1.880316 -0.9 1.2 0.8
H -3.217976 -1.639363 -1.135534 -3.3 1.5 -2.2
H -2.882537 -2.910293 -0.427049 -0.5 -0.9 0.1
O 0.606534 -0.201109 -0.736395 -0.9 0.3 -0.7
O 2.966570 -2.566272 1.592140 -0.6 -2.1 1.7
O -3.189073 -1.363318 0.647232 0.1 4.8 6.5
O 2.028330 1.409838 -0.131665 0.0 2.6 -0.5
O -1.185923 1.746774 -0.847030 -4.2 -2.5 0.1
O 3.436625 -0.222554 -1.053254 -0.7 -0.3 -1.6
O -0.648120 2.982965 1.456650 0.7 -1.5 -0.8
O -2.553490 -2.116109 -0.790484 8.6 -6.2 -8.8

***

# 8
24
Properties=species:S:1:pos:R:3:forces:R:3 method="wB97M-V/def2-TZVPD" e_lumo_ev=-0.5137 max_force_ev_per_a=13.5 gap_ev=9.02 spin_multiplicity=1 energy_ev=-16633.5885 charge=0 homo_energy_ha=-0.3502
O 0.304396 1.633006 -1.814075 -5.5 4.2 -5.1
H 0.847556 2.367716 -2.099405 -0.5 0.4 -0.4
H 0.864566 1.138596 -1.215735 -4.2 0.4 -2.4
O 1.228376 -1.587694 1.679415 2.3 -0.9 0.7
H 2.093896 -1.592294 1.270665 0.4 -0.4 0.3
H 0.833406 -0.763204 1.395785 -0.7 0.3 0.0
O -0.290804 0.237786 0.895655 1.1 3.6 1.3
H -0.346894 -0.067634 -0.009775 0.0 0.2 -0.7
H 0.499776 0.776936 0.918525 -0.5 1.3 0.1
O -1.926624 -0.181904 -2.328065 -2.4 0.6 -1.5
H -1.465794 -1.015964 -2.418705 -0.6 0.6 -0.1
H -1.293254 0.397426 -1.904435 0.1 0.3 -0.5
O -0.963344 -1.755534 0.873995 -3.4 -4.0 1.4
H -1.120794 -1.024444 1.471455 -0.3 -0.3 0.0
H -0.386064 -2.343494 1.361105 0.1 -0.3 0.0
O -0.234684 -1.023234 -1.176775 3.4 -1.2 -1.6
H -0.629554 -1.577684 -0.503795 -0.7 -0.9 1.1
H 0.184186 -1.638164 -1.778975 0.5 0.2 -0.3
O 1.663266 0.827096 -0.675965 10.6 -4.2 7.3
H 2.048726 0.019136 -0.337055 0.1 -0.8 0.1
H 2.412936 1.349266 -0.961545 0.3 0.4 -0.1
O -1.097884 2.125386 2.422195 -0.1 0.4 0.5
H -1.881084 2.419466 2.887305 -0.1 0.2 0.2
H -1.344314 1.279436 2.048195 0.1 -0.1 -0.4